No. 1
# CH5OPS2

A cluster of 2 separate species, CH5OPS2 in total (the ωB97M-V functional and the def2-TZVPD basis, OMol25).

```
10
CH5OPS2 | OMol25 | the ωB97M-V functional and the def2-TZVPD basis
C -1.84813 -0.81431 0.51406
O -2.35104 0.22261 -0.00251
P -1.84501 1.54629 -0.63391
S 1.90299 0.44298 0.78621
S 2.21358 -0.09303 -1.08669
H -0.88282 -1.14289 0.34740
H -2.60281 -1.60438 0.59809
H -0.53541 1.23318 -0.34781
H 3.01562 -1.13025 -0.75782
H 2.93304 1.33980 0.58298
```

For the energy, the calculation gives -1253.92054 a.u. For the HOMO energy (spin up / spin down), the calculation gives -7.70 / -7.87 eV. For the LUMO energy (spin up / spin down), the calculation gives 0.256 / -0.347 eV. The spin multiplicity is 1. For the energy above the lowest of the compared OMol25 structures with the same formula, charge and spin, the calculation gives 123.4 kcal/mol. The molecular weight comes out at 128.158 g mol⁻¹. The value obtained for the frontier orbital gap (spin up / spin down) is 7.95 / 7.52 eV.



No. 2
# CH5OS2

The ion CH5OS2 with charge -1 (the ωB97M-V functional and the def2-TZVPD basis, OMol25).

```
9
CH5OS2 | OMol25 | the ωB97M-V functional and the def2-TZVPD basis
O -0.20983 -0.88883 2.11404
H 0.31805 -1.69772 1.99491
C 0.79843 0.77249 0.01932
S -0.59663 -0.32110 0.33694
S -1.72764 0.21898 -1.81824
H 1.07902 0.60824 -1.02191
H 0.49887 1.80987 -0.00690
H 1.66364 0.53736 0.63739
H -1.82390 -1.03928 -2.25555
```

For the energy, the calculation gives -912.70883 a.u. For the HOMO energy, the calculation gives -2.98 eV. For the LUMO energy, the calculation gives 3.872 eV. The spin multiplicity is 1. For the energy above the lowest of the compared OMol25 structures with the same formula, charge and spin, the calculation gives 25.7 kcal/mol. As for the total charge: -1. The molecular weight comes out at 97.184 g mol⁻¹. The value obtained for the frontier orbital gap is 6.86 eV.



No. 3
# CH5PS

The molecule CH5PS (the ωB97M-V functional and the def2-TZVPD basis, OMol25).

```
8
CH5PS | OMol25 | the ωB97M-V functional and the def2-TZVPD basis
C 0.03606 -0.68816 0.12737
P -0.78565 0.83317 -0.43499
S -2.59562 0.59757 -1.10107
H -0.64305 -1.15648 0.78024
H 0.02837 -1.40046 -0.78493
H 1.11803 -0.79772 0.60836
H 0.29503 1.28581 -1.24799
H -0.80689 1.88593 0.73068
```

For the energy, the calculation gives -780.60935 a.u. For the HOMO energy, the calculation gives -8.92 eV. For the LUMO energy, the calculation gives 0.805 eV. The spin multiplicity is 1. Its SMILES is C[PH2]=S. For the energy above the lowest of the compared OMol25 structures with the same formula, charge and spin, the calculation gives 8.3 kcal/mol. The molecular weight comes out at 80.092 g mol⁻¹. The value obtained for the frontier orbital gap is 9.72 eV.



No. 4
# CH5PS2

A cluster of 2 separate species, CH5PS2 in total (the ωB97M-V functional and the def2-TZVPD basis, OMol25).

```
9
CH5PS2 | OMol25 | the ωB97M-V functional and the def2-TZVPD basis
C 1.04462 0.74147 0.83924
P -1.81580 -1.02738 0.15943
S 1.26599 -0.87804 0.30045
S 0.63625 2.13548 -0.06149
H 1.71263 0.91058 1.72952
H -2.78877 -1.66570 0.81325
H -2.36666 0.07904 0.50965
H 0.54909 -0.63809 -0.74676
H 0.47963 1.42741 -1.31612
```

For the energy, the calculation gives -1178.65697 a.u. For the HOMO energy (spin up / spin down), the calculation gives -8.43 / -6.91 eV. For the LUMO energy (spin up / spin down), the calculation gives 0.165 / -1.091 eV. The spin multiplicity is 1. For the energy above the lowest of the compared OMol25 structures with the same formula, charge and spin, the calculation gives 119.2 kcal/mol. The molecular weight comes out at 112.159 g mol⁻¹. The value obtained for the frontier orbital gap (spin up / spin down) is 8.59 / 5.82 eV.



No. 5
# CH5PS2

A cluster of 2 separate species, CH5PS2 in total (the ωB97M-V functional and the def2-TZVPD basis, OMol25).

```
9
CH5PS2 | OMol25 | the ωB97M-V functional and the def2-TZVPD basis
C -1.15728 1.38010 -0.17759
P 0.14237 0.34364 0.65361
S 1.76242 0.67953 -0.35998
S 2.50869 -3.69348 0.58250
H -1.61564 0.77362 -0.96087
H -0.72458 2.27087 -0.62798
H -1.92845 1.65086 0.53984
H 2.26503 -2.60093 1.29617
H 2.39787 -3.02621 -0.55883
```

For the energy, the calculation gives -1178.80318 a.u. For the HOMO energy, the calculation gives -8.92 eV. For the LUMO energy, the calculation gives -1.352 eV. The spin multiplicity is 1. Its SMILES is CP=S.S. For the energy above the lowest of the compared OMol25 structures with the same formula, charge and spin, the calculation gives 27.4 kcal/mol. The molecular weight comes out at 112.159 g mol⁻¹. The value obtained for the frontier orbital gap is 7.57 eV.



No. 6
# CH6BNO6P2

The molecule CH6BNO6P2 (the ωB97M-V functional and the def2-TZVPD basis, OMol25).

```
17
CH6BNO6P2 | OMol25 | the ωB97M-V functional and the def2-TZVPD basis
O -0.37425 2.41628 3.05911
C 0.38837 1.64294 2.64587
N 1.18703 0.90047 2.07896
P 0.56914 0.65351 0.36442
B 0.27397 -1.22063 0.72519
O -0.77688 -1.70179 1.53499
O 1.16793 -2.12726 0.08810
P -0.36529 0.49283 -1.67088
O -0.54196 1.90525 -2.13755
O 0.49652 -0.48383 -2.71441
O -1.87632 -0.21893 -1.49304
H 1.83539 1.00401 -0.20700
H -0.37964 1.69743 0.60389
H -1.45916 -2.14890 0.99161
H 0.63918 -2.71375 -0.48683
H 1.38068 -0.08060 -2.80551
H -2.16471 -0.01701 -0.57692
```

For the energy, the calculation gives -1255.57402 a.u. For the HOMO energy, the calculation gives -9.45 eV. For the LUMO energy, the calculation gives -0.334 eV. The spin multiplicity is 1. Its SMILES is O=C=N[PH2](B(O)O)P(=O)(O)O. The molecular weight comes out at 200.820 g mol⁻¹. The value obtained for the frontier orbital gap is 9.12 eV.



No. 7
# CH6F3PSi2

A structure of composition CH6F3PSi2 (the ωB97M-V functional and the def2-TZVPD basis, OMol25).

```
13
CH6F3PSi2 | OMol25 | the ωB97M-V functional and the def2-TZVPD basis
C 0.34392 0.35717 -0.25463
F -0.91907 -0.75947 -2.45695
F 0.41534 -2.18103 -1.08563
F -1.88086 -1.76351 -0.64996
Si 1.73068 -0.31020 0.85672
Si -0.97536 1.63767 0.13114
P -0.45100 -0.93382 -0.94970
H 2.18568 -1.44626 -0.00966
H 1.12290 -0.69032 2.08706
H 2.84468 0.55348 1.41273
H -0.43984 2.31644 1.39816
H -2.20252 1.08921 0.61432
H -1.77455 2.13064 -1.09360
```

For the energy, the calculation gives -1261.63449 a.u. For the HOMO energy, the calculation gives -9.61 eV. For the LUMO energy, the calculation gives 0.217 eV. The spin multiplicity is 1. For the energy above the lowest of the compared OMol25 structures with the same formula, charge and spin, the calculation gives 9.1 kcal/mol. The molecular weight comes out at 162.199 g mol⁻¹. The value obtained for the frontier orbital gap is 9.82 eV.



No. 8
# CH6IN3O

A structure of composition CH6IN3O (the ωB97M-V functional and the def2-TZVPD basis, OMol25).

```
12
CH6IN3O | OMol25 | the ωB97M-V functional and the def2-TZVPD basis
C 0.74684 -1.08604 -0.25427
N 1.04722 1.53831 0.36973
N -1.52052 -0.39154 0.52288
N -0.19574 -0.09131 -0.77054
O 0.23372 1.12238 -0.77981
I -3.36162 0.28328 -0.13710
H 0.04304 -1.94835 -0.20822
H 1.37886 -1.29916 -1.17116
H 1.15621 -0.80067 0.67567
H 0.55589 1.63615 1.27450
H 1.48076 2.41682 -0.10715
H -1.56465 -1.37986 0.58547
```

For the energy, the calculation gives -578.65898 a.u. For the HOMO energy (spin up / spin down), the calculation gives -8.49 / -8.49 eV. For the LUMO energy (spin up / spin down), the calculation gives 0.045 / 0.045 eV. The spin multiplicity is 1. For the energy above the lowest of the compared OMol25 structures with the same formula, charge and spin, the calculation gives 51.3 kcal/mol. The molecular weight comes out at 202.983 g mol⁻¹. The value obtained for the frontier orbital gap (spin up / spin down) is 8.54 / 8.54 eV.



No. 9
# CH6N2O

The molecule CH6N2O (the ωB97M-V functional and the def2-TZVPD basis, OMol25).

```
10
CH6N2O | OMol25 | the ωB97M-V functional and the def2-TZVPD basis
C 0.01171 0.60101 -0.68078
N -0.13082 -1.10027 1.06465
N -0.46936 0.22260 0.63257
O 1.42630 0.53945 -0.55875
H -0.28746 -0.08349 -1.41397
H -0.09427 1.71544 -0.83831
H -0.74859 -1.65044 0.55932
H 0.82098 -1.31136 0.78733
H -1.44663 0.40205 0.86403
H 1.77662 0.81321 0.25383
```

For the energy, the calculation gives -226.37751 a.u. For the HOMO energy, the calculation gives -8.74 eV. For the LUMO energy, the calculation gives 1.037 eV. The spin multiplicity is 1. Its SMILES is NNCO. For the energy above the lowest of the compared OMol25 structures with the same formula, charge and spin, the calculation gives 56.5 kcal/mol. The molecular weight comes out at 62.072 g mol⁻¹. The value obtained for the frontier orbital gap is 9.77 eV.



No. 10
# CH6N2O2S

The molecule CH6N2O2S (the ωB97M-V functional and the def2-TZVPD basis, OMol25).

```
12
CH6N2O2S | OMol25 | the ωB97M-V functional and the def2-TZVPD basis
C -0.93246 -0.67712 -1.13573
N 0.34616 1.89923 0.47589
N 1.10929 -0.69541 1.19830
O 2.67627 0.04847 -0.81574
O 0.47805 -0.59839 -1.27939
S 1.37035 0.17156 -0.25088
H -1.22465 -1.75643 -0.77271
H -1.17752 -0.61164 -2.29374
H -1.39467 0.23449 -0.71565
H 0.52377 2.63282 -0.17565
H 1.59952 -0.03423 1.86874
H 0.17002 -0.60516 1.26228
```

For the energy, the calculation gives -699.68220 a.u. For the HOMO energy, the calculation gives -8.91 eV. For the LUMO energy, the calculation gives 0.162 eV. The spin multiplicity is 1. Its SMILES is CO[S@@](=N)(N)=O. For the energy above the lowest of the compared OMol25 structures with the same formula, charge and spin, the calculation gives 105.5 kcal/mol. The molecular weight comes out at 110.138 g mol⁻¹. The value obtained for the frontier orbital gap is 9.08 eV.



No. 11
# CH6N2O2SSi

The molecule CH6N2O2SSi (the ωB97M-V functional and the def2-TZVPD basis, OMol25).

```
13
CH6N2O2SSi | OMol25 | the ωB97M-V functional and the def2-TZVPD basis
C -0.79551 -0.46787 0.48483
N 1.26966 0.94623 -0.23856
N -0.51377 -1.73042 0.13241
O -0.34223 -1.41304 2.76349
O -1.20474 0.41596 -0.40959
Si -0.05755 1.22929 -1.28182
S -0.77452 -0.12730 2.13288
H 2.19525 1.26175 -0.49103
H -0.20914 -2.29555 0.92078
H -0.28867 -1.98422 -0.81192
H 1.12514 1.10929 0.75066
H -0.67275 2.53523 -1.43791
H 0.26883 0.52063 -2.51423
```

For the energy, the calculation gives -989.40048 a.u. For the HOMO energy, the calculation gives -7.79 eV. For the LUMO energy, the calculation gives 0.551 eV. The spin multiplicity is 1. For the energy above the lowest of the compared OMol25 structures with the same formula, charge and spin, the calculation gives 4.4 kcal/mol. The molecular weight comes out at 138.224 g mol⁻¹. The value obtained for the frontier orbital gap is 8.34 eV.



No. 12
# CH6N2OS

A cluster of 2 separate species, CH6N2OS in total (the ωB97M-V functional and the def2-TZVPD basis, OMol25).

```
11
CH6N2OS | OMol25 | the ωB97M-V functional and the def2-TZVPD basis
C 1.58622 0.85687 -0.13340
N -0.92158 -0.96814 1.28957
N -0.86766 -0.67413 -1.11945
O -1.71695 1.28854 0.31256
S -0.82709 0.14149 0.31676
H 1.78763 1.90146 0.22683
H 2.16154 0.07298 0.41146
H 1.42399 0.72207 -1.16700
H -0.77126 -0.94956 2.34882
H -0.11654 -1.33060 -1.04703
H -1.73830 -1.06098 -1.43912
```

For the energy, the calculation gives -624.48833 a.u. For the HOMO energy (spin up / spin down), the calculation gives -8.84 / -8.84 eV. For the LUMO energy (spin up / spin down), the calculation gives -0.396 / -0.398 eV. The spin multiplicity is 1. For the energy above the lowest of the compared OMol25 structures with the same formula, charge and spin, the calculation gives 99.6 kcal/mol. The molecular weight comes out at 94.139 g mol⁻¹. The value obtained for the frontier orbital gap (spin up / spin down) is 8.44 / 8.44 eV.